Record 1
Below is a molecular structure, C37H39CuN4O3P2SbSe4, with properties calculated with ωB97M-V with the def2-TZVPD basis set.

**Relative energy (zero: lowest compared OMol25 entry of this formula, charge and spin)**: 110.63 kcal/mol
**2S+1**: 2
**F_max**: 0.01620 Eh/bohr
**Charge**: -2
**HOMO-LUMO gap (spin up / spin down)**: 5.3 / 5.4 eV
**Expectation value of S²**: 0.790

CARTESIAN COORDINATES (ANGSTROEM)
Cu: -0.359 0.563 1.276
Se: -0.546 0.978 5.580
Sb: 1.064 2.685 4.465
Se: 2.898 1.336 3.425
Se: -1.164 2.068 3.404
Se: 4.549 2.953 3.690
C: 1.878 -2.013 0.119
C: 2.574 -0.650 0.115
P: 2.725 0.146 -1.560
C: 2.173 1.835 -1.122
C: 1.010 2.367 -1.908
C: 0.873 3.849 -1.806
C: 1.395 4.524 -0.753
C: 2.196 3.862 0.209
C: 2.609 2.540 -0.032
C: 4.574 0.341 -1.696
C: 5.425 0.838 -0.706
C: 6.790 0.962 -0.931
C: 7.338 0.589 -2.154
C: 6.511 0.082 -3.147
C: 5.143 -0.040 -2.914
C: 0.595 -2.085 -0.728
P: -1.016 -0.843 -0.533
C: -2.925 0.188 -0.748
C: -3.457 0.720 0.426
C: -4.703 1.345 0.490
C: -5.490 1.434 -0.651
C: -5.014 0.880 -1.838
C: -3.764 0.269 -1.873
C: -1.815 -2.027 -1.741
C: -2.842 -2.873 -1.319
C: -3.441 -3.773 -2.190
C: -3.040 -3.827 -3.522
C: -2.031 -2.978 -3.961
C: -1.419 -2.096 -3.074
H: 1.633 -2.238 1.160
H: 2.582 -2.790 -0.208
H: 3.556 -0.693 0.590
H: 1.965 0.027 0.712
H: 1.066 2.041 -2.951
H: 0.263 4.364 -2.538
H: 1.200 5.586 -0.644
H: 2.555 4.386 1.086
H: 3.310 2.095 0.665
H: 5.027 1.129 0.259
H: 7.429 1.353 -0.147
H: 8.404 0.691 -2.327
H: 6.928 -0.217 -4.103
H: 4.493 -0.437 -3.686
H: 0.117 -3.051 -0.520
H: 0.881 -2.116 -1.781
H: -2.869 0.645 1.342
H: -5.051 1.767 1.429
H: -6.458 1.925 -0.619
H: -5.629 0.920 -2.735
H: -3.436 -0.167 -2.817
H: -3.190 -2.801 -0.293
H: -4.236 -4.422 -1.837
H: -3.511 -4.521 -4.209
H: -1.714 -3.009 -4.999
H: -0.615 -1.453 -3.418
N: 0.416 -0.652 2.539
C: 0.142 -1.539 3.219
N: -0.151 -2.619 3.922
C: 0.441 -2.888 5.232
C: -0.668 -3.025 6.257
O: -1.636 -3.989 5.841
C: -2.259 -3.583 4.627
C: -1.245 -3.493 3.506
H: 1.103 -2.065 5.495
H: 1.013 -3.818 5.175
H: -1.144 -2.053 6.392
H: -0.267 -3.370 7.209
H: -2.744 -2.609 4.761
H: -3.013 -4.334 4.393
H: -1.694 -3.087 2.600
H: -0.848 -4.489 3.288
C: -1.504 1.719 -3.616
N: -1.463 2.164 -2.239
C: -2.204 3.231 -1.861
C: -2.134 3.767 -0.633
C: -1.327 3.077 0.371
O: -1.419 3.468 1.574
N: -0.586 2.024 0.017
C: -0.388 1.695 -1.365
O: -0.240 0.306 -1.534
H: -2.542 1.597 -3.930
H: -1.012 0.753 -3.690
H: -1.006 2.423 -4.297
H: -2.872 3.622 -2.623
H: -2.739 4.608 -0.334

These are the Löwdin partial charges, in e, on atoms 1 to 2: number 1, Cu, carries 0.026; number 2, Se, carries -0.178



Record 2
Below is a molecular structure, C37H39ErN8O4S at a distorted geometry, with properties calculated with ωB97M-V with the def2-TZVPD basis set.

**2S+1**: 4
**F_max**: 0.04832 Eh/bohr
**HOMO-LUMO gap (spin up / spin down)**: 7.6 / 7.6 eV
**Expectation value of S²**: 3.752

CARTESIAN COORDINATES (ANGSTROEM)
Er: 0.428 -0.533 0.128
C: -2.114 -4.144 -0.808
O: -2.766 -3.547 -1.939
C: -3.313 -2.289 -1.743
C: -4.655 -2.121 -2.006
C: -5.338 -0.916 -1.799
C: -4.606 0.128 -1.264
C: -3.225 0.008 -1.022
C: -2.609 1.157 -0.326
N: -1.409 1.138 0.161
N: -1.054 2.276 0.952
C: 0.100 1.750 1.768
O: 0.131 0.471 2.012
C: 0.282 2.578 3.059
C: -0.535 3.643 3.399
C: -0.179 4.450 4.511
C: 0.908 4.148 5.318
C: 1.690 3.070 4.943
C: 1.353 2.252 3.870
C: -2.512 -1.204 -1.286
O: -1.245 -1.427 -1.006
H: -2.473 -5.204 -0.691
H: -2.345 -3.616 0.126
H: -1.001 -4.180 -0.786
H: -5.165 -3.071 -2.270
H: -6.417 -0.935 -1.998
H: -5.071 1.090 -0.930
H: -3.187 2.029 -0.016
H: -1.433 3.857 2.849
H: -0.687 5.400 4.738
H: 1.104 4.766 6.185
H: 2.556 2.727 5.522
H: 1.887 1.327 3.700
C: -2.223 -1.363 2.008
C: -1.296 -2.504 2.168
C: -1.711 -3.580 2.960
C: -0.916 -4.665 3.193
C: 0.323 -4.764 2.541
C: 1.156 -5.930 2.548
C: 2.334 -5.940 1.895
C: 2.744 -4.796 1.151
C: 1.961 -3.664 1.065
S: 2.439 -2.292 0.082
C: 0.699 -3.623 1.755
N: -0.061 -2.519 1.615
H: -3.155 -1.559 2.498
H: -2.416 -1.297 0.948
H: -1.791 -0.391 2.301
H: -2.696 -3.586 3.462
H: -1.272 -5.445 3.821
H: 0.806 -6.847 3.044
H: 3.033 -6.762 1.940
H: 3.657 -4.868 0.544
O: 3.084 0.691 0.125
C: 3.402 1.833 0.917
C: 2.304 2.819 0.706
C: 2.448 4.170 0.497
C: 1.258 5.054 0.406
C: 0.025 4.599 0.306
C: -0.135 3.113 0.164
N: 1.029 2.309 0.639
H: 3.468 -0.112 0.532
H: 4.314 2.329 0.532
H: 3.553 1.567 1.979
H: 3.440 4.581 0.408
H: 1.445 6.104 0.469
H: -0.875 5.209 0.247
H: -0.278 3.006 -0.962
C: 1.901 1.242 -2.396
N: 0.672 0.343 -2.264
C: 1.023 -0.909 -3.091
N: 1.361 -0.602 -4.446
C: 2.505 0.280 -4.451
N: 2.191 1.528 -3.770
C: 1.047 2.177 -4.381
N: -0.128 1.299 -4.409
C: -0.442 1.006 -2.961
C: 0.212 0.051 -5.051
H: 2.667 0.651 -1.952
H: 1.765 2.202 -1.886
H: 0.185 -1.589 -3.035
H: 1.872 -1.403 -2.620
H: 2.753 0.523 -5.469
H: 3.264 -0.271 -3.912
H: 1.305 2.470 -5.430
H: 0.833 3.103 -3.842
H: -1.351 0.379 -2.971
H: -0.709 1.939 -2.500
H: 0.496 0.230 -6.080
H: -0.619 -0.604 -4.936

These are the Löwdin partial charges, in e, on atoms 1 to 2: number 1, Er, carries 1.283; number 2, C, carries -0.064



Record 3
Below is 7 unconnected molecules or ions with the total composition C37H39F49NO6 at a distorted geometry, with properties calculated with ωB97M-V with the def2-TZVPD basis set.

**Relative energy (zero: lowest compared OMol25 entry of this formula, charge and spin)**: 0.00 kcal/mol
**F_max**: 0.03151 Eh/bohr
**Charge**: +1
**HOMO-LUMO gap**: 9.7 eV

CARTESIAN COORDINATES (ANGSTROEM)
C: 8.516 7.104 -1.258
C: 7.146 7.725 -1.327
F: 7.311 9.040 -1.519
N: 6.305 7.228 -2.433
C: 5.806 5.840 -2.266
C: 4.741 5.686 -1.176
C: 3.808 6.910 -0.952
C: 4.301 8.267 -1.506
C: 5.135 8.119 -2.758
H: 8.882 7.260 -0.256
H: 8.525 6.035 -1.413
H: 9.226 7.585 -1.910
H: 6.664 7.596 -0.374
H: 6.885 7.235 -3.271
H: 5.464 5.413 -3.193
H: 6.652 5.235 -1.980
H: 5.205 5.396 -0.248
H: 4.110 4.885 -1.494
H: 3.693 7.006 0.116
H: 2.811 6.746 -1.327
H: 3.441 8.853 -1.790
H: 4.788 8.822 -0.718
H: 5.447 9.065 -3.158
H: 4.569 7.557 -3.483
C: 0.211 1.012 -2.260
C: 0.701 -0.430 -2.487
C: 1.268 -1.167 -1.275
F: 2.355 -0.542 -0.762
F: 1.665 -2.409 -1.643
F: 1.587 -0.442 -3.509
F: -0.380 -1.141 -2.903
O: 1.106 2.071 -2.593
C: 2.050 2.473 -1.691
C: 3.466 2.196 -2.195
F: 3.654 0.905 -2.476
F: 4.374 2.540 -1.237
F: 1.829 1.943 -0.483
F: 1.920 3.820 -1.556
H: -0.618 1.147 -2.952
H: -0.219 1.146 -1.268
H: 0.516 -1.264 -0.496
H: 3.675 2.773 -3.100
C: -4.231 2.691 1.644
C: -3.334 1.690 0.893
C: -2.423 0.802 1.740
F: -1.548 1.515 2.473
F: -1.698 0.003 0.917
F: -2.626 2.353 -0.044
F: -4.150 0.823 0.212
O: -3.770 4.031 1.744
C: -2.894 4.394 2.742
C: -1.541 4.826 2.177
F: -0.987 3.850 1.428
F: -0.690 5.097 3.192
F: -2.781 3.423 3.662
F: -3.434 5.457 3.365
H: -5.134 2.776 1.051
H: -4.556 2.302 2.608
H: -3.010 0.165 2.408
H: -1.655 5.718 1.559
C: -2.092 -4.851 -0.275
C: -1.501 -3.612 0.422
C: -0.580 -3.863 1.616
F: -1.207 -4.511 2.614
F: -0.161 -2.668 2.110
F: -2.496 -2.768 0.755
F: -0.752 -2.952 -0.507
O: -3.406 -5.244 0.082
C: -3.614 -6.035 1.189
C: -4.406 -5.301 2.271
F: -3.790 -4.162 2.645
F: -4.510 -6.090 3.366
F: -2.452 -6.531 1.652
F: -4.348 -7.086 0.784
H: -2.183 -4.573 -1.324
H: -1.401 -5.694 -0.259
H: 0.300 -4.437 1.313
H: -5.406 -5.051 1.914
C: -8.598 0.896 -3.749
C: -9.177 -0.486 -3.398
C: -10.221 -0.546 -2.280
F: -9.727 -0.108 -1.104
F: -10.608 -1.830 -2.102
F: -8.163 -1.340 -3.144
F: -9.795 -0.940 -4.522
O: -7.346 1.250 -3.178
C: -7.295 1.788 -1.914
C: -6.570 0.868 -0.934
F: -7.150 -0.347 -0.874
F: -6.634 1.407 0.310
F: -8.523 2.130 -1.488
F: -6.583 2.933 -2.005
H: -8.391 0.856 -4.817
H: -9.334 1.689 -3.627
H: -11.102 0.046 -2.541
H: -5.539 0.740 -1.231
C: -3.880 -8.593 5.601
C: -5.412 -8.708 5.703
C: -6.128 -7.739 6.646
F: -5.722 -7.881 7.923
F: -7.459 -7.989 6.616
F: -5.742 -9.983 5.995
F: -5.901 -8.459 4.456
O: -3.100 -9.488 6.380
C: -2.819 -9.194 7.695
C: -3.459 -10.199 8.654
F: -4.792 -10.253 8.485
F: -3.217 -9.818 9.929
F: -3.150 -7.924 7.985
F: -1.481 -9.287 7.835
H: -3.638 -8.867 4.576
H: -3.539 -7.564 5.709
H: -5.965 -6.704 6.333
H: -3.045 -11.196 8.493
C: 8.842 0.861 -2.332
C: 7.631 1.234 -3.207
C: 6.514 0.195 -3.334
F: 6.948 -0.951 -3.882
F: 5.541 0.686 -4.141
F: 8.063 1.619 -4.424
F: 7.061 2.345 -2.630
O: 9.994 0.364 -2.983
C: 10.079 -0.979 -3.298
C: 10.113 -1.210 -4.810
F: 9.029 -0.674 -5.405
F: 10.113 -2.534 -5.060
F: 9.101 -1.672 -2.694
F: 11.241 -1.421 -2.787
H: 9.179 1.799 -1.894
H: 8.554 0.235 -1.488
H: 6.071 -0.024 -2.358
H: 11.009 -0.761 -5.244

These are the Löwdin partial charges, in e, on atoms 1 to 2: number 1, C, carries 0.029; number 2, C, carries -0.363



Record 4
Below is a molecular structure, C37H39O4PtSi2, with properties calculated with ωB97M-V with the def2-TZVPD basis set.

**Relative energy (zero: lowest compared OMol25 entry of this formula, charge and spin)**: 0.00 kcal/mol
**F_max**: 0.00973 Eh/bohr
**Charge**: -1
**HOMO-LUMO gap**: 7.6 eV

CARTESIAN COORDINATES (ANGSTROEM)
Pt: -0.744 0.865 -0.046
C: 4.228 5.451 -2.240
O: 2.968 5.990 -2.586
C: 1.869 5.280 -2.211
C: 0.628 5.884 -2.554
C: -0.523 5.245 -2.212
C: -0.551 3.993 -1.539
C: -1.821 3.371 -1.282
C: -3.117 4.112 -1.535
O: -2.011 2.201 -0.876
C: 0.716 3.377 -1.194
O: 0.854 2.272 -0.589
C: 1.914 4.083 -1.561
H: 4.969 6.168 -2.585
H: 4.396 4.488 -2.729
H: 4.319 5.321 -1.159
H: 0.629 6.829 -3.078
H: -1.460 5.708 -2.490
H: -3.040 5.183 -1.368
H: -3.870 3.688 -0.874
H: -3.444 3.940 -2.563
H: 2.839 3.597 -1.290
C: 2.145 -1.511 -1.644
C: 2.937 -1.306 -0.346
C: 4.022 -2.379 -0.251
C: 3.589 0.081 -0.390
Si: 1.710 -1.343 1.115
O: 0.543 -0.288 0.913
C: 1.106 -3.125 1.342
C: 0.234 -3.684 0.407
C: -0.221 -4.991 0.520
C: 0.193 -5.779 1.585
C: 1.054 -5.246 2.533
C: 1.499 -3.936 2.410
C: 2.624 -0.842 2.699
C: 2.151 0.278 3.387
C: 2.775 0.739 4.540
C: 3.894 0.085 5.035
C: 4.384 -1.030 4.369
C: 3.754 -1.483 3.217
H: 2.814 -1.411 -2.509
H: 1.352 -0.764 -1.744
H: 1.692 -2.505 -1.693
H: 4.641 -2.366 -1.158
H: 3.598 -3.381 -0.152
H: 4.690 -2.205 0.596
H: 4.275 0.145 -1.246
H: 4.169 0.279 0.516
H: 2.837 0.865 -0.495
H: -0.115 -3.088 -0.423
H: -0.908 -5.383 -0.220
H: -0.161 -6.799 1.681
H: 1.374 -5.848 3.376
H: 2.153 -3.535 3.175
H: 1.281 0.792 2.995
H: 2.386 1.611 5.051
H: 4.383 0.442 5.934
H: 5.258 -1.548 4.747
H: 4.155 -2.359 2.720
C: -6.661 1.562 0.514
C: -6.095 1.110 1.696
C: -4.854 0.482 1.676
C: -4.148 0.295 0.488
C: -4.741 0.756 -0.690
C: -5.980 1.380 -0.684
Si: -2.437 -0.536 0.463
C: -2.644 -1.902 -0.850
C: -3.441 -3.022 -0.597
C: -3.620 -4.016 -1.549
C: -3.002 -3.909 -2.788
C: -2.214 -2.801 -3.066
C: -2.043 -1.810 -2.106
H: -7.629 2.050 0.523
H: -6.620 1.242 2.635
H: -4.424 0.131 2.608
H: -4.219 0.624 -1.632
H: -6.417 1.726 -1.614
H: -2.394 -1.243 1.780
H: -3.923 -3.123 0.370
H: -4.237 -4.878 -1.323
H: -3.132 -4.687 -3.531
H: -1.724 -2.711 -4.028
H: -1.412 -0.954 -2.323

These are the Löwdin partial charges, in e, on atoms 1 to 2: number 1, Pt, carries 0.945; number 2, C, carries -0.092



Record 5
Below is a molecular structure, C37H40BF4LiO13 at a distorted geometry, with properties calculated with ωB97M-V with the def2-TZVPD basis set.

**Relative energy (zero: lowest compared OMol25 entry of this formula, charge and spin)**: 62.34 kcal/mol
**F_max**: 0.38519 Eh/bohr
**HOMO-LUMO gap**: 5.3 eV

CARTESIAN COORDINATES (ANGSTROEM)
Li: 4.277 0.306 4.038
B: 1.832 0.639 1.636
F: 0.432 0.812 1.907
F: 1.834 -0.397 0.772
F: 2.299 1.721 0.999
F: 2.517 0.276 2.799
C: 4.009 4.203 3.779
O: 3.855 2.828 3.441
H: 4.637 4.979 3.070
H: 4.191 3.966 4.866
H: 3.000 4.472 3.660
H: 3.418 2.864 2.769
C: -2.125 -0.482 -4.871
C: -1.257 -0.894 -3.937
C: -0.614 -0.038 -3.129
C: -0.789 1.346 -3.345
C: -1.805 1.848 -4.214
C: -2.417 0.876 -5.035
O: -3.251 1.345 -6.062
O: 0.026 -0.504 -2.061
H: -2.615 -1.159 -5.529
H: -1.219 -2.078 -3.686
H: -0.252 1.803 -2.460
H: -1.765 2.897 -4.448
H: -3.462 0.601 -6.639
H: 0.592 0.226 -1.570
C: 2.851 2.263 -4.872
C: 2.540 3.060 -3.719
C: 2.670 2.428 -2.377
C: 3.118 1.093 -2.347
C: 3.259 0.320 -3.482
C: 3.139 0.967 -4.693
O: 3.268 0.147 -5.931
O: 2.546 3.186 -1.270
H: 2.770 2.662 -5.911
H: 2.052 4.272 -3.845
H: 3.175 0.678 -1.371
H: 3.403 -0.790 -3.404
H: 4.084 0.253 -6.295
H: 2.641 2.301 -0.800
C: 4.269 -6.197 2.094
C: 4.227 -5.547 0.917
C: 3.365 -4.436 0.775
C: 2.523 -3.949 1.868
C: 2.512 -4.665 3.072
C: 3.451 -5.741 3.224
O: 3.619 -6.214 4.490
O: 3.456 -3.660 -0.416
H: 5.050 -7.090 2.309
H: 5.049 -5.827 0.393
H: 2.148 -2.964 1.888
H: 1.922 -4.313 3.801
H: 4.408 -6.582 4.741
H: 2.829 -3.068 -0.421
C: -2.795 4.423 1.810
C: -1.532 3.954 1.532
C: -0.268 4.641 1.942
C: -0.531 5.880 2.588
C: -1.775 6.432 2.753
C: -2.911 5.658 2.490
O: -4.155 6.271 2.511
O: 0.919 4.071 1.662
H: -3.498 3.769 1.365
H: -1.418 3.018 1.101
H: 0.424 6.368 2.861
H: -1.817 7.363 3.383
H: -4.051 7.207 2.749
H: 0.848 3.203 1.979
C: -5.118 -0.585 -1.802
C: -3.922 0.166 -1.477
C: -3.403 0.038 -0.192
C: -3.878 -0.844 0.769
C: -4.908 -1.775 0.301
C: -5.554 -1.584 -0.943
O: -6.543 -2.408 -1.207
O: -2.297 0.683 0.104
H: -5.518 -0.464 -2.749
H: -3.434 0.733 -2.275
H: -3.666 -1.016 1.833
H: -5.080 -2.324 0.913
H: -6.789 -3.260 -0.804
H: -2.097 0.795 1.052
C: -1.437 -2.984 0.225
C: -0.820 -2.208 1.129
C: -0.863 -2.485 2.521
C: -1.480 -3.670 2.904
C: -2.115 -4.506 2.026
C: -2.167 -4.184 0.605
O: -2.770 -4.949 -0.345
O: -0.182 -1.591 3.436
H: -1.583 -2.775 -1.010
H: -0.578 -1.351 0.874
H: -1.546 -3.921 4.075
H: -2.627 -5.404 2.319
H: -2.666 -4.621 -1.149
H: -0.104 -0.853 2.939

These are the Löwdin partial charges, in e, on atoms 1 to 2: number 1, Li, carries 0.896; number 2, B, carries -1.359



Question: Look up the F_max of the first one.
Answer: 0.01620 Eh/bohr



Question: The lowest F_max belongs to which entry?
Answer: C37H39O4PtSi2



Question: The highest F_max belongs to which entry?
Answer: C37H40BF4LiO13